No. 1
{
  "formula": "C23H25CaN4O2S",
  "method": "wB97M-V/def2-TZVPD",
  "species": ["Ca", "C", "C", "N", "N", "C", "O", "C", "C", "C", "C", "C", "C", "C", "C", "C", "C", "C", "N", "H", "H", "H", "H", "H", "H", "H", "H", "H", "H", "H", "H", "S", "C", "C", "C", "C", "C", "N", "H", "H", "H", "H", "C", "C", "C", "C", "O", "H", "H", "H", "H", "H", "H", "H", "H", "H"],
  "xyz": [[-0.206532, -0.059197, -0.835192], [-1.588302, 0.184782, 3.517959], [-1.222371, 0.550539, 2.124328], [-0.413397, -0.204183, 1.381006], [0.129495, -1.301729, 1.753770], [0.922134, -1.871462, 0.591392], [1.593125, -1.006478, -0.179780], [1.750479, -2.991443, 1.185720], [1.218285, -3.830211, 2.160449], [1.973249, -4.872641, 2.675125], [3.278313, -5.077691, 2.231850], [3.824465, -4.213896, 1.291733], [3.061768, -3.165489, 0.779279], [-1.716522, 1.736202, 1.447736], [-2.687996, 2.552984, 2.058698], [-3.156731, 3.667503, 1.395591], [-2.681494, 3.981261, 0.128398], [-1.727332, 3.136043, -0.411471], [-1.234459, 2.061805, 0.206823], [-0.956570, -0.641154, 3.844516], [-2.632269, -0.146467, 3.619645], [-1.448920, 1.023659, 4.210006], [0.203155, -3.660961, 2.495953], [1.545515, -5.534255, 3.419414], [3.867927, -5.894122, 2.632063], [4.846636, -4.353740, 0.960692], [3.464810, -2.462101, 0.062087], [-3.066628, 2.289657, 3.037244], [-3.905768, 4.290980, 1.871898], [-3.035946, 4.835399, -0.431239], [-1.334055, 3.307340, -1.408397], [-1.053303, 0.721024, -3.452882], [-2.584341, 0.348062, -2.619528], [-3.847027, 0.624225, -3.182496], [-4.994902, 0.324399, -2.488420], [-4.921826, -0.253479, -1.220016], [-3.665193, -0.499516, -0.721406], [-2.538513, -0.218529, -1.393253], [-3.885473, 1.079496, -4.163517], [-5.960173, 0.543955, -2.931105], [-5.802003, -0.494890, -0.640615], [-3.519355, -0.935129, 0.261707], [1.013979, -3.011191, -2.357066], [-0.094017, -3.402881, -1.385413], [0.083008, -4.835110, -0.901956], [-1.427611, -3.290787, -2.105274], [-0.249241, -2.458787, -0.285632], [0.983124, -3.705902, -3.204320], [2.002970, -3.047897, -1.912216], [0.861501, -2.011133, -2.765942], [-0.043204, -5.506067, -1.758380], [-0.687597, -5.070747, -0.163067], [1.056565, -5.037329, -0.463400], [-1.499015, -4.069877, -2.869284], [-1.536465, -2.321028, -2.596915], [-2.252351, -3.416216, -1.400999]],
  "forces_ev_per_angstrom": [[-0.443, 0.947, -1.756], [-0.200, 0.026, 0.350], [0.261, 0.156, -0.781], [-0.028, -0.102, 0.808], [0.061, -0.070, -0.419], [0.056, 0.387, 0.023], [0.231, -0.871, 0.974], [-0.074, -0.039, -0.083], [-0.058, -0.190, -0.035], [0.078, -0.002, -0.071], [-0.058, 0.105, -0.004], [-0.099, 0.061, 0.011], [0.134, -0.194, 0.000], [0.410, -0.444, 0.201], [-0.093, 0.259, -0.132], [-0.112, -0.076, 0.291], [0.098, -0.026, -0.116], [0.142, -0.292, 0.088], [-0.310, -0.036, 0.262], [0.034, 0.034, -0.044], [0.052, 0.038, -0.031], [-0.009, -0.054, 0.009], [0.044, 0.007, -0.032], [0.004, 0.011, 0.013], [0.001, -0.003, -0.009], [0.011, 0.012, -0.011], [-0.003, -0.020, -0.028], [-0.002, 0.023, -0.027], [-0.009, 0.015, -0.033], [-0.009, 0.003, 0.029], [-0.006, 0.030, -0.023], [-0.856, -0.215, 0.480], [0.313, -0.015, 0.058], [0.161, 0.096, -0.197], [-0.112, 0.012, -0.027], [0.001, 0.046, -0.080], [0.442, 0.066, -0.159], [-0.379, 0.070, -0.186], [-0.016, -0.015, 0.021], [0.004, 0.001, -0.002], [-0.016, 0.013, -0.034], [0.021, -0.014, 0.004], [0.046, -0.144, -0.218], [0.086, 0.755, 0.412], [-0.121, -0.155, 0.062], [-0.239, -0.111, -0.227], [0.268, -0.232, 0.263], [0.048, 0.011, 0.044], [0.068, -0.013, 0.144], [-0.045, 0.037, 0.052], [0.013, 0.005, 0.079], [0.057, 0.005, -0.020], [0.115, 0.123, 0.076], [-0.034, 0.037, -0.034], [0.030, -0.054, 0.056], [0.038, -0.006, 0.007]],
  "homo_lumo_gap_ev": 6.5,
  "e_above_lowest_kcal_mol": 38.86,
  "e_lumo_ev": 2.93,
  "homo_ev": -3.566,
  "total_charge": -1
}



No. 2
{
  "formula": "C23H25F3IrN4OS",
  "method": "wB97M-V/def2-TZVPD",
  "species": ["Ir", "F", "C", "F", "F", "C", "C", "C", "C", "N", "C", "S", "H", "H", "H", "C", "C", "O", "N", "C", "C", "C", "C", "C", "C", "N", "H", "H", "H", "H", "H", "H", "H", "H", "H", "H", "C", "N", "C", "C", "C", "C", "C", "C", "C", "C", "H", "H", "H", "H", "H", "H", "H", "H", "H", "H", "H", "H"],
  "xyz": [[0.505596, -0.062198, -0.625145], [-3.770901, -1.502631, -2.914818], [-3.525219, -0.376195, -3.611827], [-2.770271, -0.725023, -4.664534], [-4.694666, 0.075058, -4.073193], [-2.834127, 0.645220, -2.754408], [-3.411612, 1.864373, -2.435146], [-2.747207, 2.745724, -1.594567], [-1.536493, 2.365976, -1.046739], [-0.966997, 1.206971, -1.372416], [-1.581215, 0.371129, -2.231842], [-0.522762, -1.006088, -2.420646], [-4.381265, 2.117180, -2.842084], [-3.173451, 3.705781, -1.346035], [-0.991292, 2.992771, -0.357557], [-2.134689, 2.367244, 4.036834], [-1.383803, 1.493879, 3.071630], [-1.524005, 1.563886, 1.861894], [-0.518745, 0.593593, 3.603877], [0.199000, -0.341784, 2.759478], [-0.675836, -1.407334, 2.123338], [-1.262359, -2.336009, 2.971377], [-2.044541, -3.352249, 2.453352], [-2.198870, -3.418766, 1.081423], [-1.557887, -2.478136, 0.296451], [-0.805870, -1.486291, 0.786994], [-2.074886, 3.399864, 3.699166], [-1.760384, 2.296979, 5.056331], [-3.184209, 2.072894, 4.021385], [-0.427355, 0.518622, 4.601624], [0.919087, -0.836264, 3.412320], [0.768666, 0.194253, 1.991803], [-1.103109, -2.252294, 4.038824], [-2.512201, -4.077922, 3.105093], [-2.795244, -4.187699, 0.611643], [-1.652661, -2.510820, -0.779664], [2.053403, -2.486904, 0.684687], [2.153452, -1.393092, -0.299352], [2.528917, -2.009443, -1.600399], [3.248886, -0.463638, 0.115086], [3.191220, 0.766708, -0.750663], [4.309051, 1.565067, -0.953593], [4.221468, 2.676783, -1.776933], [3.021059, 2.977016, -2.408600], [1.901858, 2.183934, -2.203002], [1.960751, 1.077681, -1.354699], [3.020694, -2.987545, 0.774052], [1.308070, -3.207851, 0.356818], [1.769268, -2.093195, 1.657067], [3.422552, -2.624319, -1.465596], [2.719909, -1.235228, -2.336449], [1.713468, -2.641741, -1.946381], [4.214206, -0.974350, 0.039191], [3.089126, -0.224654, 1.170585], [5.250988, 1.312305, -0.480215], [5.091590, 3.298088, -1.940904], [2.959543, 3.829955, -3.071981], [0.982307, 2.420726, -2.722938]],
  "forces_ev_per_angstrom": [[0.179, -0.299, 0.262], [0.000, 0.019, 0.005], [-0.029, -0.015, -0.050], [0.002, 0.003, 0.015], [0.021, 0.002, 0.003], [0.016, 0.151, -0.063], [-0.017, -0.057, -0.026], [0.054, -0.003, 0.000], [0.116, 0.186, -0.009], [-0.507, -0.572, 0.542], [0.170, -0.090, -0.052], [0.167, 0.154, -0.226], [0.002, 0.000, 0.000], [0.002, -0.009, 0.019], [-0.049, -0.034, 0.107], [-0.015, 0.002, 0.032], [-0.006, 0.086, -0.203], [0.006, 0.041, -0.150], [0.073, -0.266, 0.008], [-0.042, 0.091, 0.054], [0.026, -0.095, -0.009], [-0.111, 0.070, 0.003], [0.022, 0.004, 0.025], [0.022, 0.005, -0.032], [-0.115, 0.042, -0.057], [0.063, 0.441, 0.086], [0.005, -0.014, -0.010], [-0.009, 0.001, 0.011], [0.001, 0.005, 0.005], [0.035, 0.029, -0.005], [0.082, -0.027, -0.074], [-0.095, 0.101, -0.027], [-0.015, 0.013, -0.002], [0.001, 0.000, 0.001], [-0.002, 0.003, -0.001], [-0.005, 0.006, -0.008], [-0.044, 0.037, 0.041], [0.116, 0.078, -0.109], [-0.028, -0.046, 0.036], [-0.007, 0.002, -0.050], [0.034, 0.034, -0.001], [0.001, 0.006, -0.021], [0.006, -0.010, 0.017], [-0.030, -0.011, -0.013], [-0.005, -0.009, -0.060], [-0.102, -0.067, -0.018], [-0.004, -0.003, -0.009], [-0.021, 0.007, 0.014], [0.051, -0.023, -0.026], [0.010, 0.015, -0.008], [-0.007, 0.016, -0.004], [0.001, -0.013, 0.015], [-0.002, 0.000, 0.006], [-0.006, -0.006, -0.001], [0.002, 0.002, -0.004], [0.001, -0.004, -0.003], [0.003, 0.004, 0.005], [-0.016, 0.019, 0.020]],
  "homo_lumo_gap_ev": 7.2,
  "e_above_lowest_kcal_mol": 20.50,
  "e_lumo_ev": -3.61,
  "homo_ev": -10.766,
  "total_charge": 1
}



- What is the formula in the first record?
  C23H25CaN4O2S



- What is the formula in the second record?
  C23H25F3IrN4OS